Molecular formula: C4H9NO2
Method: DFT, wB97M-V/def2-TZVPD

DFT total energy   -9878.4423 eV
Energy above the lowest of the compared OMol25 structures with the same formula, charge and spin   1.618 eV
Charge   0
Gap between HOMO and LUMO   10.052 eV
HOMO energy   -9.4 eV
SMILES   CN(C=O)CCO

CARTESIAN COORDINATES (ANGSTROEM)
C  1.90903  0.17349  -0.02032
N  0.53121  -0.05072  -0.55544
C  0.08506  0.78834  -1.49899
O  0.68737  1.76509  -1.89163
C  -0.24291  -1.05299  0.14631
C  -0.83377  -0.46991  1.47689
O  -2.13542  -0.97010  1.66843
H  2.35377  -0.81270  0.09841
H  2.44724  0.70591  -0.79553
H  1.81192  0.66301  0.94025
H  -0.89054  0.48120  -1.90964
H  0.46038  -1.81525  0.47490
H  -0.99222  -1.56103  -0.45863
H  -0.19459  -0.86124  2.26903
H  -0.81117  0.61664  1.39167
H  -2.42936  -0.83494  2.57659

Atomic partial charges in e from the Löwdin method, atoms 1 to 2:
1. C -0.0052
2. N -0.1569


Molecular formula: C4H9NO2
Method: DFT, wB97M-V/def2-TZVPD

DFT total energy   -9876.1694 eV
Energy above the lowest of the compared OMol25 structures with the same formula, charge and spin   3.891 eV
Charge   0
Gap between HOMO and LUMO   7.297 eV
HOMO energy   -6.4 eV

CARTESIAN COORDINATES (ANGSTROEM)
C  2.45725  0.62321  0.80762
C  1.05462  0.17501  0.55340
C  -2.06399  0.30717  -0.46748
O  -3.00997  0.66808  0.47742
N  0.77784  -0.69631  -0.41813
C  -0.36812  -1.27383  -0.76970
O  -1.48227  -0.92736  -0.05875
H  2.96106  0.07672  1.62057
H  2.47925  1.68456  1.08230
H  3.08445  0.51938  -0.08894
H  0.23720  0.42737  1.21515
H  -1.31993  1.11241  -0.49154
H  -2.49480  0.16522  -1.47231
H  -3.55704  -0.11491  0.62766
H  1.56957  -0.97682  -0.98897
H  -0.42549  -1.87401  -1.66909

Atomic partial charges in e from the Löwdin method, atoms 1 to 2:
1. C -0.1128
2. C -0.1855


Molecular formula: C4H9NO2
Method: DFT, wB97M-V/def2-TZVPD

DFT total energy   -9875.9861 eV
Energy above the lowest of the compared OMol25 structures with the same formula, charge and spin   4.075 eV
Charge   0
Gap between HOMO and LUMO   7.827 eV
HOMO energy   -8.7 eV

CARTESIAN COORDINATES (ANGSTROEM)
N  1.17987  0.45780  0.54013
C  1.30949  -0.88462  0.56182
O  2.31145  -1.53174  0.85326
C  0.04420  -1.60979  0.08692
C  -1.06676  -0.63117  -0.26838
C  -0.58246  0.58331  -0.96820
O  -0.73160  2.08694  0.56106
H  2.09745  0.88750  0.64903
H  0.03448  1.48667  0.88155
H  0.33799  -2.20582  -0.78532
H  -0.27862  -2.32048  0.85365
H  -1.81903  -1.07948  -0.94019
H  -1.62945  -0.30448  0.61434
H  0.30217  0.52596  -1.59024
H  -1.34332  1.27222  -1.31318
H  -0.29098  2.89748  0.26518

Atomic partial charges in e from the Löwdin method, atoms 1 to 2:
1. N 0.0255
2. C -0.6088


Molecular formula: C4H9NO2
Method: DFT, wB97M-V/def2-TZVPD

DFT total energy   -9873.6965 eV
Energy above the lowest of the compared OMol25 structures with the same formula, charge and spin   6.364 eV
Charge   0
Gap between HOMO and LUMO   7.923 eV
HOMO energy   -8.0 eV

CARTESIAN COORDINATES (ANGSTROEM)
C  0.88566  0.80440  -0.46329
C  -0.14438  1.76960  -0.21560
C  -0.17296  -2.04877  -0.19679
C  -0.38257  -0.70475  0.40730
O  1.20897  0.40970  -1.75235
O  -0.30923  2.19560  1.03409
N  -0.32289  -0.46611  1.70847
H  1.01566  1.13758  -2.36217
H  -0.25795  1.11358  1.70493
H  1.72616  0.70916  0.22213
H  -1.25359  -0.34835  2.11147
H  -0.53262  2.38263  -1.03253
H  -1.18706  0.17584  -0.11779
H  0.89487  -2.28418  -0.15219
H  -0.71715  -2.81752  0.35499
H  -0.45093  -2.02840  -1.25067

Atomic partial charges in e from the Löwdin method, atoms 1 to 2:
1. C -0.2452
2. C -0.2186